[1]
Below is a cluster of 10 separate species, C43H115N9O12 in total at a distorted geometry, with properties calculated with wB97M-V/def2-TZVPD.

Values from the calculation:
SMILES   COC[C@H](C)N.COC[C@H](C)N.COC[C@H](C)N.COC[C@H](C)N.COC[C@H](C)N.COC[C@H](C)N.COC[C@H](C)N.COCCNCCOC.COCCNCCOC.CC(C)O
Total charge   0
HOMO-LUMO gap   8.8 eV
Lowest unoccupied orbital energy   0.49 eV
Energy   -84430.6362 eV

```
179
Properties=species:S:1:pos:R:3:forces:R:3
C 3.993 8.636 5.580 0.6 0.4 0.2
O 3.470 7.347 5.438 -0.5 -0.2 -0.3
C 4.459 6.398 5.057 -0.1 0.2 0.8
C 3.825 5.032 4.971 -0.7 -0.2 -0.3
N 3.015 4.923 3.746 0.3 -0.2 0.7
C 2.247 3.682 3.672 -0.4 -0.1 -0.2
C 0.939 3.743 4.440 -1.2 0.7 -0.5
O 0.065 4.580 3.682 0.1 0.6 -0.7
C -1.196 4.820 4.260 -0.1 -0.8 0.2
H 4.648 8.702 6.458 0.0 -0.1 0.0
H 3.201 9.370 5.708 -0.2 -0.2 0.0
H 4.597 8.950 4.720 -0.1 -0.1 -0.1
H 5.218 6.371 5.848 0.2 0.1 -0.1
H 4.895 6.728 4.112 0.2 -0.3 -0.1
H 3.182 4.851 5.844 0.2 0.3 0.3
H 4.581 4.248 5.042 0.1 0.0 -0.5
H 2.322 5.664 3.838 0.1 0.1 -0.4
H 2.778 2.783 3.990 0.4 0.5 0.0
H 2.023 3.530 2.613 -0.3 -0.2 0.1
H 1.037 4.181 5.440 0.3 -0.1 0.1
H 0.434 2.777 4.559 0.1 0.0 -0.2
H -1.597 3.847 4.570 -0.1 0.2 0.6
H -1.947 5.178 3.556 0.5 0.2 -0.5
H -1.138 5.547 5.073 0.0 -0.2 0.3
C -4.075 -0.580 -2.406 0.4 0.1 1.3
O -3.702 0.097 -3.578 -0.4 -0.7 0.0
C -2.364 -0.194 -3.954 -0.3 -0.2 -0.6
C -2.205 0.258 -5.393 0.5 1.1 0.4
N -2.919 -0.555 -6.362 0.5 -0.2 0.7
C -2.872 0.045 -7.678 -0.7 0.2 -0.5
C -3.859 -0.695 -8.586 0.6 -0.3 0.8
O -3.876 -0.215 -9.903 0.4 0.3 -0.2
C -4.395 -1.168 -10.780 -1.1 -0.9 -0.4
H -3.821 -1.644 -2.357 -0.1 -0.1 -0.6
H -5.129 -0.471 -2.160 -0.1 0.1 -0.5
H -3.542 -0.175 -1.531 0.1 0.2 -0.1
H -2.153 -1.272 -3.930 -0.2 -0.1 0.2
H -1.683 0.301 -3.255 0.2 0.1 -0.2
H -1.134 0.336 -5.601 0.0 -0.5 -0.2
H -2.532 1.309 -5.442 -0.2 0.0 0.1
H -3.860 -0.684 -6.007 -0.1 0.1 -0.3
H -1.846 -0.004 -8.047 0.0 -0.1 -0.1
H -3.158 1.108 -7.663 0.1 0.1 0.0
H -4.846 -0.597 -8.117 -0.2 -0.1 -0.2
H -3.565 -1.750 -8.549 -0.1 -0.1 -0.2
H -3.764 -2.047 -10.954 0.4 0.2 0.2
H -4.650 -0.769 -11.761 0.4 0.6 0.1
H -5.344 -1.583 -10.414 0.0 0.1 0.2
C 1.641 2.298 -3.833 0.2 -2.0 -0.9
C 1.278 1.321 -2.687 1.0 2.7 0.1
C 1.554 -0.115 -3.017 -0.1 -0.1 0.7
O 0.777 -0.499 -4.117 -0.1 -0.2 -0.5
C 0.978 -1.856 -4.462 0.0 0.1 0.1
N 2.009 1.713 -1.461 -0.2 -0.5 0.2
H 1.278 3.309 -3.697 -0.1 0.0 0.1
H 1.220 1.789 -4.712 -0.3 0.8 -0.2
H 2.712 2.286 -4.059 0.1 0.2 0.4
H 0.218 1.566 -2.559 -0.1 -0.8 0.5
H 1.298 -0.704 -2.117 0.0 -0.2 -0.1
H 2.627 -0.258 -3.208 0.0 0.0 -0.1
H 0.564 -2.488 -3.669 0.2 -0.2 -0.1
H 2.043 -2.067 -4.606 0.1 -0.1 0.2
H 0.483 -2.085 -5.404 -0.2 0.2 0.1
H 3.011 1.522 -1.543 -0.4 0.2 -0.3
H 1.886 2.712 -1.308 0.0 -0.3 -0.2
C 2.800 -3.477 0.031 0.7 -0.3 0.0
C 1.971 -4.405 0.926 -0.8 0.6 -0.3
C 2.768 -5.211 1.919 1.0 0.2 0.3
O 3.471 -6.219 1.216 -0.4 -0.1 0.1
C 3.921 -7.285 2.021 0.7 0.3 -0.3
N 0.970 -3.618 1.649 -0.2 -0.2 0.7
H 2.218 -3.139 -0.829 -0.1 0.2 0.1
H 3.712 -3.925 -0.377 -0.1 -0.3 0.1
H 3.134 -2.619 0.619 -0.2 0.1 0.0
H 1.443 -5.121 0.287 0.0 -0.1 0.0
H 2.197 -5.649 2.745 -0.5 0.0 -0.4
H 3.476 -4.536 2.432 0.1 0.0 -0.1
H 4.862 -7.028 2.522 0.0 0.1 0.1
H 4.150 -8.095 1.331 -0.2 -0.2 0.2
H 3.210 -7.588 2.792 -0.2 -0.1 -0.2
H 1.401 -3.089 2.411 0.2 -0.1 -0.1
H 0.508 -2.908 1.089 0.2 -0.3 -0.2
C -1.168 5.220 0.577 0.6 0.2 0.0
C -0.529 6.169 -0.454 -1.0 -0.3 0.8
C 0.231 5.416 -1.541 -0.2 0.5 0.0
O 1.131 4.433 -1.060 -0.4 0.6 0.6
C 2.040 4.919 -0.092 1.1 -1.0 0.2
N -1.536 7.066 -1.045 -0.1 -0.2 0.0
H -1.877 4.500 0.164 0.0 0.1 -0.3
H -1.690 5.835 1.312 0.0 -0.1 0.1
H -0.378 4.670 1.092 -0.2 -0.1 0.2
H 0.122 6.832 0.120 0.3 -0.1 -0.2
H 0.744 6.161 -2.159 0.1 -0.1 -0.1
H -0.503 4.883 -2.150 0.1 0.0 -0.1
H 1.624 5.431 0.776 -0.3 0.3 -0.4
H 2.871 5.456 -0.558 -0.3 0.5 0.0
H 2.524 4.041 0.356 -0.1 -0.1 -0.2
H -2.355 6.520 -1.309 0.2 -0.1 -0.3
H -1.897 7.628 -0.279 0.1 0.2 -0.1
C 4.393 -1.148 3.205 -0.2 0.5 0.4
C 3.321 -1.107 4.305 0.4 -0.3 -0.5
C 3.257 0.245 5.006 -0.5 -0.2 -0.3
O 2.139 0.233 5.889 0.5 0.2 0.2
C 1.963 1.505 6.471 -0.4 0.3 -0.1
N 2.037 -1.470 3.709 -0.3 0.0 0.4
H 4.337 -2.094 2.672 0.0 -0.1 0.0
H 5.391 -1.012 3.626 0.0 -0.1 0.0
H 4.222 -0.335 2.495 -0.1 -0.1 -0.1
H 3.562 -1.890 5.027 -0.1 0.1 0.2
H 3.101 1.003 4.224 0.0 -0.1 0.1
H 4.151 0.518 5.575 0.2 -0.2 -0.1
H 1.373 1.430 7.383 0.0 -0.3 0.0
H 1.424 2.165 5.779 0.4 -0.4 0.5
H 2.910 1.992 6.723 0.2 -0.1 0.0
H 1.744 -0.779 3.017 0.3 0.1 0.0
H 1.352 -1.434 4.459 -0.1 -0.1 -0.2
C -7.673 -2.385 -2.208 0.2 0.2 0.6
C -6.930 -3.428 -3.048 0.4 0.9 -0.5
C -6.225 -4.516 -2.236 -0.4 -0.1 -0.1
O -5.312 -3.909 -1.354 0.2 0.4 -0.4
C -4.386 -4.781 -0.759 0.1 0.2 0.6
N -7.797 -3.999 -4.074 0.1 -1.1 0.4
H -7.103 -1.857 -1.437 0.4 -0.5 0.0
H -8.486 -2.885 -1.676 -0.2 0.2 -0.2
H -8.042 -1.555 -2.813 -0.3 -0.4 -0.3
H -6.146 -2.945 -3.640 0.2 0.2 0.4
H -5.704 -5.196 -2.919 0.0 0.0 -0.1
H -6.953 -5.115 -1.668 -0.1 0.0 0.0
H -4.838 -5.270 0.111 0.0 -0.3 -0.2
H -3.565 -4.182 -0.362 -0.1 0.1 -0.1
H -3.939 -5.504 -1.448 -0.3 -0.1 -0.1
H -8.225 -3.300 -4.660 0.0 0.1 0.1
H -8.523 -4.554 -3.631 -0.2 0.1 -0.2
C -0.643 1.717 1.626 -0.8 -0.2 0.8
C -0.135 0.287 1.416 0.5 1.0 -0.6
C -0.908 -0.350 0.245 0.6 0.1 1.4
O -0.360 -1.648 0.078 -0.6 0.7 -1.2
C -1.036 -2.350 -0.951 0.1 -1.5 0.9
N 1.299 0.396 1.120 0.5 -0.3 -1.1
H -1.737 1.736 1.705 0.0 0.0 -0.4
H -0.310 2.376 0.824 -0.1 -0.1 -0.2
H -0.352 2.189 2.568 0.5 -0.3 -0.1
H -0.156 -0.335 2.316 -0.8 0.0 0.0
H -0.753 0.306 -0.619 -0.1 -0.2 -0.3
H -1.975 -0.438 0.476 -0.1 0.1 -0.1
H -2.096 -2.475 -0.700 -0.1 0.5 -0.3
H -0.668 -3.381 -0.870 0.2 0.1 -0.3
H -0.872 -1.979 -1.963 0.0 0.3 0.1
H 1.475 1.123 0.405 -0.3 0.1 0.5
H 1.538 -0.392 0.505 0.1 -0.3 0.7
C -3.499 -5.846 3.298 -0.1 -0.1 0.2
C -2.358 -4.994 2.757 -0.7 -0.8 -0.4
C -2.366 -3.596 3.358 1.1 -0.8 -0.1
O -3.420 -2.839 2.823 0.1 0.1 0.4
C -3.440 -1.540 3.378 -0.1 0.0 -0.5
N -1.071 -5.667 3.001 -0.2 0.8 0.0
H -4.467 -5.350 3.200 0.1 0.1 0.1
H -3.289 -6.054 4.350 -0.2 0.0 0.0
H -3.600 -6.815 2.802 0.2 0.1 -0.1
H -2.495 -4.909 1.668 -0.2 0.4 0.1
H -1.368 -3.188 3.137 -0.2 0.5 -0.2
H -2.389 -3.660 4.454 -0.4 0.0 0.1
H -4.355 -1.064 3.029 0.0 0.0 0.1
H -2.591 -0.950 3.014 0.1 0.0 0.0
H -3.408 -1.547 4.470 -0.1 -0.1 0.1
H -1.031 -6.449 2.356 0.1 -0.1 0.2
H -0.389 -4.988 2.645 0.4 -0.3 0.1
C 4.777 -0.638 -0.892 -0.1 0.4 -0.1
C 5.703 0.371 -1.565 -0.3 0.2 -0.6
C 6.653 -0.316 -2.550 -0.7 0.3 0.4
O 4.805 1.228 -2.311 -0.1 -0.2 -0.1
H 3.982 -0.117 -0.357 0.1 0.0 0.2
H 5.267 -1.334 -0.214 0.2 0.1 0.0
H 4.286 -1.203 -1.687 0.0 -0.1 0.0
H 6.229 1.047 -0.884 0.1 -0.5 0.3
H 6.050 -1.027 -3.115 0.2 -0.2 0.0
H 7.440 -0.823 -1.995 0.2 0.0 -0.3
H 7.012 0.425 -3.265 0.5 -0.1 0.1
H 5.287 1.971 -2.688 0.1 -0.1 0.0
```
Positions in Å, forces in eV/Å.

=====

[2]
Below is a cluster of 18 separate species, C43H128N16O18 in total at a distorted geometry, with properties calculated with wB97M-V/def2-TZVPD.

Values from the calculation:
Total charge   0
HOMO-LUMO gap   8.5 eV
Lowest unoccupied orbital energy   0.25 eV
Energy   -107362.8250 eV

```
205
Properties=species:S:1:pos:R:3:forces:R:3
C 0.337 0.720 0.335 0.3 -0.4 -0.8
O 0.839 1.791 -0.035 0.8 0.0 0.7
N -0.884 0.423 -0.113 -1.6 -0.6 0.3
N 1.038 -0.282 0.959 1.2 1.0 0.1
H -1.442 1.174 -0.501 0.1 -0.1 0.2
H -1.372 -0.408 0.202 0.1 0.2 -0.1
H 2.021 -0.063 1.144 -0.1 0.0 -0.2
H 0.713 -0.993 1.584 -0.9 -0.2 -0.1
C -1.111 0.619 3.876 0.3 -1.1 -0.1
O -2.297 0.445 3.960 -2.1 -0.2 0.3
N -0.211 -0.348 4.178 1.9 -1.3 -0.1
N -0.574 1.732 3.423 0.4 3.4 -1.5
H -0.612 -1.225 4.506 0.3 0.3 -0.3
H 0.673 -0.401 3.624 -1.2 0.1 1.1
H 0.367 2.023 3.567 0.6 -0.3 0.2
H -1.164 2.514 3.130 0.0 -0.8 0.3
C -0.769 4.872 1.592 -0.3 1.1 -1.0
O 0.283 5.226 2.133 -0.1 -0.9 0.0
N -1.987 5.444 1.997 1.3 -0.7 -0.3
N -0.808 4.075 0.467 -2.4 1.2 0.9
H -2.577 5.582 1.178 -0.5 0.1 0.2
H -1.785 6.249 2.592 -0.3 -0.3 -0.4
H -1.710 3.846 -0.010 1.1 0.2 0.7
H -0.018 3.522 0.280 1.1 -0.9 -0.4
C 0.818 -4.227 3.596 3.3 1.1 -1.7
O -0.049 -4.129 4.413 -0.7 -0.1 0.8
N 1.856 -3.239 3.394 -2.7 -1.4 -0.3
N 1.018 -5.275 2.708 0.1 1.1 0.0
H 2.699 -3.527 2.957 0.7 -0.6 -0.5
H 2.003 -2.598 4.124 0.1 1.0 1.1
H 0.408 -6.053 2.800 -0.6 -0.3 -0.3
H 1.397 -4.988 1.801 -0.2 -0.7 0.6
C 4.209 1.391 1.300 1.0 1.4 0.8
O 3.941 0.201 1.206 -0.2 0.2 -0.5
N 5.580 1.847 1.329 -1.5 0.4 -0.7
N 3.276 2.351 1.633 -0.5 -2.2 -0.8
H 6.167 1.378 0.654 0.2 -1.0 0.1
H 5.673 2.831 1.082 -0.3 0.0 0.4
H 2.316 2.157 1.315 0.5 -0.1 0.1
H 3.465 3.308 1.559 0.7 1.7 -0.1
C 3.218 2.008 -2.822 -1.9 0.5 0.0
C 1.928 2.632 -3.416 0.5 -0.2 0.6
O 1.625 1.990 -4.656 0.2 0.3 -0.3
H 3.493 2.526 -1.929 0.4 0.3 0.7
H 3.994 2.014 -3.535 1.1 0.3 -0.9
H 3.036 0.979 -2.596 -0.2 -0.8 0.3
H 2.076 3.724 -3.584 -0.3 -0.6 0.2
H 1.056 2.450 -2.748 0.6 0.3 -0.4
H 2.346 2.242 -5.251 -0.3 -0.2 0.0
C 1.970 6.177 -0.792 0.6 3.3 -0.9
C 3.030 6.472 0.230 0.3 -2.1 -0.2
O 2.909 5.344 1.160 0.2 0.8 -0.1
H 2.149 5.281 -1.308 0.1 -1.4 -0.4
H 1.959 6.989 -1.558 -0.1 -0.4 0.3
H 1.048 6.237 -0.292 -1.6 -0.4 0.4
H 2.985 7.445 0.717 -0.4 -0.1 0.2
H 3.995 6.439 -0.314 -0.1 -0.3 0.8
H 1.938 5.202 1.346 0.9 0.4 0.1
C 6.330 -1.793 0.840 2.1 -2.2 0.4
C 6.234 -1.212 -0.527 0.3 1.5 -1.1
O 7.174 -0.064 -0.485 -1.0 -0.7 -0.2
H 5.977 -1.229 1.686 -0.5 0.4 -0.4
H 7.434 -2.005 1.110 -1.4 0.5 -0.8
H 5.911 -2.805 0.813 -0.4 0.3 0.3
H 5.210 -0.859 -0.876 1.0 -0.3 1.0
H 6.576 -1.866 -1.371 -0.1 0.1 1.1
H 7.110 0.308 -1.359 0.3 0.5 -0.5
C 5.546 -6.321 3.538 0.4 0.2 -0.2
C 4.158 -6.071 3.051 0.5 -0.6 -2.6
O 4.046 -4.942 2.152 -0.1 0.3 0.1
H 6.031 -5.414 3.835 0.3 0.7 0.1
H 6.166 -6.812 2.758 -0.3 0.1 0.7
H 5.439 -6.897 4.438 0.4 -0.8 0.3
H 3.412 -5.957 3.801 -0.4 0.4 0.6
H 3.925 -6.990 2.488 -0.6 0.2 0.1
H 4.525 -5.006 1.304 -0.2 -0.4 0.8
C -1.728 4.114 -3.355 -2.4 -1.0 -0.9
C -2.439 2.805 -2.899 -1.0 1.6 -0.8
O -3.103 2.936 -1.623 1.5 1.0 -0.9
H -0.926 4.421 -2.741 0.8 0.3 0.7
H -2.554 4.842 -3.361 0.5 0.3 0.2
H -1.427 4.049 -4.420 0.1 -0.3 0.7
H -1.808 1.963 -2.974 1.2 -1.1 0.5
H -3.231 2.569 -3.627 0.1 0.3 -0.1
H -3.464 2.063 -1.476 -0.5 -0.8 0.7
C -0.491 -1.977 -2.595 -1.4 -0.6 0.6
C 0.430 -0.821 -2.731 -0.1 2.5 -1.1
O 0.967 -0.844 -4.127 0.0 -0.5 1.7
H -1.238 -1.789 -1.760 1.2 -0.4 -0.7
H -0.024 -2.975 -2.456 -0.2 0.6 -0.2
H -1.112 -1.940 -3.506 0.2 -0.5 0.2
H 1.176 -0.673 -1.887 -0.5 -0.4 -1.3
H -0.280 0.072 -2.682 1.1 -0.7 0.0
H 1.345 0.008 -4.406 -0.3 0.0 0.6
C -1.921 0.572 -5.620 -3.5 -0.9 -0.1
C -2.307 -0.767 -6.250 -0.1 -1.1 -1.0
O -3.389 -1.598 -5.644 0.5 1.8 -0.6
H -2.838 1.213 -5.768 1.2 0.0 0.3
H -1.073 0.929 -6.110 1.3 0.8 -0.9
H -1.701 0.475 -4.587 0.2 -0.1 1.0
H -1.439 -1.448 -6.231 -0.4 0.3 0.0
H -2.539 -0.546 -7.341 0.1 -0.5 1.2
H -4.254 -1.199 -5.879 0.8 -0.3 0.2
C -4.842 -4.640 -1.856 0.8 0.7 0.9
C -4.805 -5.484 -3.118 -0.2 -0.6 1.2
C -3.764 -5.108 -4.110 1.5 0.5 -1.8
O -4.093 -5.757 -5.364 -0.8 -0.2 1.1
C -3.256 -5.601 -6.476 1.1 -0.7 0.8
N -4.759 -6.885 -2.700 0.7 -0.1 0.8
H -5.757 -4.873 -1.296 0.3 -0.1 -0.1
H -4.862 -3.547 -2.034 0.1 -0.5 -0.2
H -3.961 -4.825 -1.188 -0.7 0.0 -0.5
H -5.776 -5.292 -3.533 -0.5 -0.1 -0.9
H -2.694 -5.431 -3.884 -1.2 0.5 0.4
H -3.806 -3.999 -4.208 0.3 -0.5 -0.3
H -3.104 -4.548 -6.638 0.1 0.5 -0.6
H -3.739 -6.132 -7.296 0.0 0.4 -0.1
H -2.240 -6.089 -6.339 -0.9 0.5 0.1
H -4.644 -7.493 -3.491 -0.1 -0.2 -0.5
H -3.890 -7.018 -2.154 -0.7 0.1 -0.2
C -5.901 5.980 0.906 1.4 1.6 0.6
C -4.827 6.854 0.203 -1.3 -1.7 -2.7
C -4.018 7.772 1.044 -0.7 -0.2 0.3
O -4.800 8.882 1.418 0.3 0.0 0.1
C -4.136 9.685 2.386 -1.4 0.6 0.2
N -3.894 5.880 -0.453 1.1 1.5 0.0
H -5.351 5.313 1.576 -0.3 -0.1 0.0
H -6.531 5.434 0.224 -0.1 -0.2 -0.3
H -6.488 6.686 1.483 -0.4 -0.2 0.3
H -5.322 7.437 -0.622 0.2 -0.1 0.9
H -3.153 8.032 0.457 0.6 0.6 -0.2
H -3.677 7.183 1.889 0.1 0.3 0.6
H -3.678 9.006 3.095 0.4 0.3 0.4
H -4.911 10.318 2.908 0.7 -0.8 -0.5
H -3.434 10.385 1.925 0.3 -0.3 0.0
H -4.403 5.160 -0.952 0.2 0.1 -0.2
H -3.245 6.402 -1.099 -1.1 -1.0 0.7
C -4.759 1.850 1.825 -0.2 0.8 0.9
C -5.466 2.278 0.567 -0.8 -0.6 -2.3
C -5.472 1.108 -0.490 1.4 0.2 0.7
O -4.101 0.654 -0.722 -0.9 -0.2 -0.5
C -3.959 -0.491 -1.571 0.4 -1.4 1.8
N -6.917 2.512 0.756 0.7 -1.0 -0.1
H -3.690 1.714 1.692 0.1 0.0 -0.1
H -5.183 0.920 2.146 -0.2 -0.8 0.2
H -4.911 2.521 2.710 0.1 -0.1 -0.9
H -5.038 3.164 0.067 0.4 -0.3 0.4
H -5.936 1.366 -1.437 0.0 0.5 -0.3
H -6.083 0.317 -0.089 0.0 -0.6 0.4
H -2.891 -0.811 -1.493 -1.0 0.1 0.2
H -4.126 -0.386 -2.607 -0.5 1.1 -1.4
H -4.646 -1.331 -1.272 0.8 0.7 0.2
H -7.355 2.795 -0.111 0.1 0.1 0.0
H -6.986 3.257 1.394 -0.5 1.1 0.9
C 4.088 1.289 6.859 -0.2 0.4 -0.5
C 4.388 1.079 5.396 -1.7 1.0 -2.4
C 3.315 0.309 4.626 1.6 -1.3 -1.5
O 3.431 -1.135 4.643 1.4 0.7 -0.9
C 4.598 -1.561 3.790 -1.8 -0.5 2.3
N 4.373 2.345 4.570 1.1 0.3 1.8
H 4.019 0.319 7.296 -0.1 -0.8 0.5
H 3.113 1.806 7.034 1.0 -0.1 -0.2
H 4.960 1.763 7.312 -0.4 0.4 0.3
H 5.283 0.531 5.238 1.2 -0.4 0.3
H 3.296 0.634 3.564 0.4 -0.3 0.5
H 2.388 0.607 4.958 -2.3 0.2 1.3
H 4.395 -1.515 2.751 -0.5 0.5 -0.8
H 4.653 -2.623 4.041 0.6 0.1 0.1
H 5.491 -0.988 4.047 0.0 -0.3 0.0
H 4.606 2.151 3.599 0.1 0.0 0.4
H 5.111 2.956 4.949 -0.5 -0.1 -0.4
C 5.546 -4.556 -4.031 0.3 2.0 -1.0
C 5.104 -4.581 -2.629 0.3 -0.3 2.1
C 4.233 -3.348 -2.300 0.4 -0.7 0.0
O 3.863 -3.358 -0.956 -0.3 -0.8 0.9
C 2.752 -2.527 -0.600 1.7 -0.5 0.6
N 4.479 -5.898 -2.375 0.3 0.5 1.3
H 6.006 -3.579 -4.259 -0.1 -0.3 0.0
H 4.789 -4.705 -4.781 -0.8 0.0 -0.1
H 6.259 -5.294 -4.219 1.3 -1.3 -0.2
H 6.025 -4.547 -1.956 -1.0 0.0 -0.7
H 3.385 -3.390 -2.960 -0.8 0.1 -0.4
H 4.770 -2.427 -2.509 0.2 0.2 -0.3
H 2.959 -1.591 -1.074 -0.3 1.1 0.1
H 2.753 -2.479 0.504 0.0 0.3 -0.6
H 1.820 -2.917 -0.937 -0.8 -0.5 -0.5
H 3.613 -5.953 -2.880 -0.5 -0.1 -0.1
H 4.282 -6.027 -1.362 0.0 0.3 -1.1
C -4.346 -2.692 2.233 -0.2 -0.7 -0.1
C -2.928 -3.006 2.611 2.5 -1.6 2.4
C -1.940 -2.271 1.661 -2.0 0.6 0.9
O -2.299 -2.700 0.341 1.3 1.1 0.7
C -1.775 -3.994 0.185 0.3 -0.2 -0.6
N -2.646 -2.740 4.066 -0.8 0.1 -1.0
H -5.097 -3.192 2.845 0.3 -0.2 0.1
H -4.503 -2.976 1.197 -0.2 0.0 -0.2
H -4.529 -1.643 2.333 0.0 0.9 0.0
H -2.670 -4.119 2.595 -0.8 1.3 -0.4
H -0.868 -2.327 1.904 -0.1 -0.9 -0.2
H -2.159 -1.203 1.854 -0.2 -0.1 -0.7
H -1.894 -4.146 -0.900 0.3 -0.7 0.5
H -2.334 -4.718 0.823 0.5 0.2 -0.8
H -0.692 -4.003 0.483 -0.7 -0.2 -0.4
H -1.727 -3.064 4.352 -0.2 0.0 -0.2
H -2.775 -1.759 4.269 0.1 0.3 0.1
```
Positions in Å, forces in eV/Å.